<1>
# C12H19O5P

An isolated molecule of C12H19O5P (wB97M-V/def2-TZVPD, OMol25).

Computed properties:
LUMO, eV: 0.6
Molar mass, g/mol: 274.25
HOMO-LUMO gap, eV: 9.27
SMILES: CCOP(=O)(Cc1ccc(C(=O)CC)o1)OCC

Each atom is followed by the atoms it is bonded to, with distances in Å.
CARTESIAN COORDINATES (ANGSTROEM)
1 H -2.637 -1.995 -0.568  C2 1.095
2 C -3.238 -1.680 0.291  H1 1.095, O17 1.423, C21 1.520, H30 1.095
3 H -0.056 -1.105 2.113  C27 1.090
4 O -0.759 -0.605 -0.883  P19 1.464
5 H 4.054 -3.323 -0.400  C25 1.087
6 C -1.581 2.231 -1.023  C11 1.518, H22 1.095, H34 1.093, O36 1.424
7 C 2.996 0.602 0.336  O14 1.358, C28 1.460, C31 1.378
8 C 3.805 -1.294 -1.094  C25 1.530, C28 1.512, H33 1.091, H35 1.091
9 H 3.594 2.617 0.929  C31 1.070
10 C 1.130 0.541 1.456  O14 1.337, C18 1.372, C27 1.478
11 C -2.969 2.004 -1.593  C6 1.518, H15 1.087, H26 1.088, H37 1.087
12 H -5.131 -2.307 -0.495  C21 1.087
13 H -4.700 -0.641 -0.906  C21 1.087
14 O 1.916 -0.164 0.636  C7 1.358, C10 1.337
15 H -3.725 2.322 -0.879  C11 1.087
16 O 4.989 0.785 -0.870  C28 1.213
17 O -2.655 -0.515 0.864  C2 1.423, P19 1.610
18 C 1.679 1.774 1.700  C10 1.372, C31 1.406, H32 1.071
19 P -1.236 0.038 0.342  O4 1.464, O17 1.610, C27 1.844, O36 1.600
20 H -0.634 0.499 2.651  C27 1.086
21 C -4.672 -1.395 -0.124  C2 1.520, H12 1.087, H13 1.087, H24 1.087
22 H -0.828 1.821 -1.704  C6 1.095
23 H 3.531 -2.199 0.856  C25 1.087
24 H -5.240 -1.031 0.729  C21 1.087
25 C 4.173 -2.314 -0.014  H5 1.087, C8 1.530, H23 1.087, H29 1.088
26 H -3.100 0.945 -1.801  C11 1.088
27 C -0.167 -0.055 1.842  H3 1.090, C10 1.478, P19 1.844, H20 1.086
28 C 4.026 0.109 -0.573  C7 1.460, C8 1.512, O16 1.213
29 H 5.207 -2.180 0.295  C25 1.088
30 H -3.216 -2.470 1.051  C2 1.095
31 C 2.887 1.814 0.981  C7 1.378, H9 1.070, C18 1.406
32 H 1.264 2.544 2.318  C18 1.071
33 H 4.439 -1.441 -1.969  C8 1.091
34 H -1.386 3.295 -0.860  C6 1.093
35 H 2.758 -1.416 -1.372  C8 1.091
36 O -1.430 1.624 0.256  C6 1.424, P19 1.600
37 H -3.088 2.565 -2.517  C11 1.087

Here are the Mulliken charges for atoms 1 to 5, given in e: atom 1 (H): 0.333, atom 2 (C): -0.217, atom 3 (H): 0.333, atom 4 (O): -0.761, atom 5 (H): 0.322

<2>
# C12H19O5P

An isolated molecule of C12H19O5P (wB97M-V/def2-TZVPD, OMol25).

Computed properties:
LUMO, eV: 0.5
Molar mass, g/mol: 274.25
HOMO-LUMO gap, eV: 9.44
SMILES: CCOP(=O)(Cc1ccc(C(=O)CC)o1)OCC

Each atom is followed by the atoms it is bonded to, with distances in Å.
CARTESIAN COORDINATES (ANGSTROEM)
1 H 4.239 -1.528 0.946  C11 1.189
2 C 1.206 2.430 -0.384  H8 1.154, O20 1.473, C30 1.628, H31 1.150
3 H 1.578 -2.186 1.379  C25 1.186
4 H 0.378 3.987 1.172  C30 1.130
5 H -2.314 1.147 -0.901  C34 0.986
6 H 5.075 -0.536 -0.317  C11 1.121
7 C -3.526 1.627 0.899  H21 0.936, H32 1.146, C34 1.624, H36 1.103
8 H 0.812 2.023 -1.389  C2 1.154
9 C -3.510 -0.525 -0.703  O17 1.182, C26 1.540, C34 1.638
10 C -1.012 -2.919 0.785  H14 1.014, C15 1.384, C33 1.306
11 C 4.077 -1.002 -0.109  H1 1.189, H6 1.121, C28 1.479, O29 1.391
12 P 1.549 -0.162 0.004  O20 1.425, O24 1.374, C25 1.874, O29 1.640
13 H 0.940 -0.583 2.211  C25 1.047
14 H -0.571 -3.830 0.853  C10 1.014
15 C -2.145 -2.541 0.086  C10 1.384, H16 1.132, C26 1.323
16 H -2.984 -3.268 -0.139  C15 1.132
17 O -4.599 -0.961 -0.840  C9 1.182
18 H 3.687 -1.522 -2.199  C28 1.114
19 H 2.753 -2.363 -1.100  C28 1.147
20 O 1.197 1.168 0.375  C2 1.473, P12 1.425
21 H -4.450 1.478 0.860  C7 0.936
22 O -1.188 -0.718 0.447  C26 1.364, C33 1.422
23 H -0.116 4.187 -0.517  C30 1.102
24 O 1.112 -0.466 -1.263  P12 1.374
25 C 0.878 -1.230 1.390  H3 1.186, P12 1.874, H13 1.047, C33 1.453
26 C -2.392 -1.242 0.077  C9 1.540, C15 1.323, O22 1.364
27 H 4.531 -2.454 -1.313  C28 0.857
28 C 3.829 -1.977 -1.193  C11 1.479, H18 1.114, H19 1.147, H27 0.857
29 O 3.175 0.039 0.083  C11 1.391, P12 1.640
30 C 0.074 3.415 0.247  C2 1.628, H4 1.130, H23 1.102, H37 1.108
31 H 2.189 3.015 -0.503  C2 1.150
32 H -2.701 1.025 1.419  C7 1.146
33 C -0.359 -1.792 0.875  C10 1.306, O22 1.422, C25 1.453
34 C -3.254 1.091 -0.610  H5 0.986, C7 1.624, C9 1.638, H35 1.142
35 H -3.931 1.564 -1.398  C34 1.142
36 H -3.314 2.684 0.670  C7 1.103
37 H -0.910 2.926 0.101  C30 1.108

Here are the Mulliken charges for atoms 1 to 5, given in e: atom 1 (H): 0.231, atom 2 (C): -0.376, atom 3 (H): 0.235, atom 4 (H): 0.318, atom 5 (H): 0.413

Most stable structure - <1>; separation to the second - 7.870 eV.

<1>
# C3H17NSi4

An isolated molecule of C3H17NSi4 (wB97M-V/def2-TZVPD, OMol25).

Computed properties:
LUMO, eV: 0.2
Molar mass, g/mol: 179.52
HOMO-LUMO gap, eV: 9.26
SMILES: C[Si](C)(C)[SiH2]N([SiH3])[SiH3]

Each atom is followed by the atoms it is bonded to, with distances in Å.
CARTESIAN COORDINATES (ANGSTROEM)
1 H -1.203 2.245 0.952  C18 1.169
2 H -0.337 0.893 1.831  C18 1.095
3 H -3.035 -2.143 0.225  C13 1.105
4 H -2.049 0.886 2.199  C18 1.172
5 H -2.566 -1.387 1.738  C13 1.071
6 H -2.431 1.682 -1.813  C20 1.168
7 H 3.918 -1.054 1.224  Si15 1.548
8 Si -1.468 -0.066 -0.074  C13 1.897, C18 1.880, Si19 2.333, C20 1.952
9 H 1.949 -2.571 0.525  Si15 1.567
10 H 0.963 -1.530 -1.843  Si19 1.389
11 H -1.269 -2.199 0.666  C13 1.130
12 H 2.717 2.142 -1.426  Si17 1.580
13 C -2.225 -1.601 0.746  H3 1.105, H5 1.071, Si8 1.897, H11 1.130
14 H -2.654 0.052 -2.416  C20 1.062
15 Si 2.967 -1.466 0.075  H7 1.548, H9 1.567, N16 1.695, H24 1.437
16 N 2.120 -0.023 -0.192  Si15 1.695, Si17 1.713, Si19 2.121
17 Si 2.786 1.539 0.032  H12 1.580, N16 1.713, H23 1.435, H25 1.504
18 C -1.286 1.149 1.349  H1 1.169, H2 1.095, H4 1.172, Si8 1.880
19 Si 0.418 -0.324 -1.421  Si8 2.333, H10 1.389, N16 2.121, H22 1.444
20 C -2.643 0.578 -1.493  H6 1.168, Si8 1.952, H14 1.062, H21 1.083
21 H -3.621 0.581 -1.030  C20 1.083
22 H 0.360 0.797 -2.331  Si19 1.444
23 H 4.214 1.428 -0.064  Si17 1.435
24 H 3.977 -1.928 -0.837  Si15 1.437
25 H 2.126 2.289 1.158  Si17 1.504

Here are the Mulliken charges for atoms 1 to 5, given in e: atom 1 (H): 0.270, atom 2 (H): 0.306, atom 3 (H): 0.310, atom 4 (H): 0.284, atom 5 (H): 0.353

<2>
# C3H17NSi4

A cluster of 2 separate species, C3H17NSi4 in total (wB97M-V/def2-TZVPD, OMol25).

Computed properties:
LUMO, eV: -1.0
Molar mass, g/mol: 179.52
HOMO-LUMO gap, eV: 7.54

Each atom is followed by the atoms it is bonded to, with distances in Å.
CARTESIAN COORDINATES (ANGSTROEM)
1 H 0.424 -1.473 1.492  Si24 1.417
2 C -1.568 -2.663 -1.733  Si5 1.939, H9 1.030, H17 1.024, H21 1.179
3 Si -1.082 1.549 -0.714  N7 1.775, C8 1.903, H13 1.457, H25 1.489
4 H 0.169 -0.614 -2.755  Si5 1.428
5 Si -0.246 -1.257 -1.549  C2 1.939, H4 1.428, N7 1.760, H23 1.397
6 H 3.357 0.050 0.958  Si10 1.404
7 N -0.624 -0.107 -0.271  Si3 1.775, Si5 1.760, Si24 1.787
8 C 0.306 2.719 -0.143  Si3 1.903, H12 1.013, H14 1.096, H18 1.164
9 H -1.049 -3.463 -2.121  C2 1.030
10 Si 3.968 -0.158 -0.288  H6 1.404, H11 1.391
11 H 3.291 -1.330 -0.607  Si10 1.391
12 H 1.201 2.274 -0.309  C8 1.013
13 H -1.237 1.504 -2.162  Si3 1.457
14 H 0.154 2.990 0.908  C8 1.096
15 H 0.349 0.321 3.446  C22 1.011
16 H -0.484 1.705 2.646  C22 1.095
17 H -1.950 -2.863 -0.804  C2 1.024
18 H 0.390 3.795 -0.581  C8 1.164
19 H -2.005 -1.471 1.796  Si24 1.599
20 H 1.095 0.981 2.198  C22 1.134
21 H -2.388 -2.431 -2.547  C2 1.179
22 C 0.052 0.752 2.582  H15 1.011, H16 1.095, H20 1.134, Si24 1.933
23 H 0.794 -2.062 -1.079  Si5 1.397
24 Si -0.702 -0.614 1.441  H1 1.417, N7 1.787, H19 1.599, C22 1.933
25 H -2.216 1.865 0.198  Si3 1.489

Here are the Mulliken charges for atoms 1 to 5, given in e: atom 1 (H): -0.136, atom 2 (C): -1.018, atom 3 (Si): 0.235, atom 4 (H): -0.151, atom 5 (Si): 0.275

Most stable structure - <1>; separation to the second - 1.350 eV.

<1>
# C2H4O2Si

A cluster of 2 separate species, C2H4O2Si in total (wB97M-V/def2-TZVPD, OMol25).

Computed properties:
LUMO, eV: -0.5
Molar mass, g/mol: 88.14
HOMO-LUMO gap, eV: 8.44
SMILES: O=[SiH2].C=C=O

Each atom is followed by the atoms it is bonded to, with distances in Å.
CARTESIAN COORDINATES (ANGSTROEM)
1 O 2.468 1.354 0.354  C9 1.137
2 Si -2.377 0.465 0.017  H4 1.606, H7 1.452, O8 1.514
3 H 1.113 -0.912 -0.930  C6 1.037
4 H -3.499 1.532 -0.409  Si2 1.606
5 H 1.888 -1.812 0.389  C6 1.059
6 C 1.817 -0.915 -0.169  H3 1.037, H5 1.059, C9 1.298
7 H -2.085 0.593 1.433  Si2 1.452
8 O -1.630 -0.556 -0.814  Si2 1.514
9 C 2.303 0.251 0.130  O1 1.137, C6 1.298

Here are the Mulliken charges for atoms 1 to 5, given in e: atom 1 (O): -0.330, atom 2 (Si): 0.476, atom 3 (H): 0.235, atom 4 (H): -0.038, atom 5 (H): 0.269

<2>
# C2H4O2Si

An isolated molecule of C2H4O2Si (wB97M-V/def2-TZVPD, OMol25).

Computed properties:
LUMO, eV: 0.0
Molar mass, g/mol: 88.14
HOMO-LUMO gap, eV: 9.14
SMILES: O=C[SiH2]C=O

Each atom is followed by the atoms it is bonded to, with distances in Å.
CARTESIAN COORDINATES (ANGSTROEM)
1 H -1.376 1.021 1.302  Si4 1.621
2 H 0.863 1.558 -1.002  C3 1.035
3 C 0.010 0.997 -1.166  H2 1.035, Si4 1.866, O6 1.206
4 Si -0.811 -0.003 0.179  H1 1.621, C3 1.866, H5 1.565, C8 2.207
5 H -2.075 -0.851 -0.187  Si4 1.565
6 O -0.347 1.076 -2.315  C3 1.206
7 O 1.165 -2.157 0.524  C8 1.163
8 C 0.947 -1.094 0.945  Si4 2.207, O7 1.163, H9 1.166
9 H 1.623 -0.546 1.721  C8 1.166

Here are the Mulliken charges for atoms 1 to 5, given in e: atom 1 (H): -0.054, atom 2 (H): 0.432, atom 3 (C): -0.077, atom 4 (Si): 0.279, atom 5 (H): -0.047

Most stable structure - <1>; separation to the second - 0.808 eV.

<1>
# CH6O

A cluster of 2 separate species, CH6O in total (wB97M-V/def2-TZVPD, OMol25).

Computed properties:
LUMO, eV: 0.8
Molar mass, g/mol: 34.06
HOMO-LUMO gap, eV: 12.41
SMILES: C.O

Each atom is followed by the atoms it is bonded to, with distances in Å.
CARTESIAN COORDINATES (ANGSTROEM)
1 H 0.957 -0.318 -0.440  C3 1.100
2 H -2.432 0.872 -2.464  O5 0.984
3 C 0.000 0.000 0.000  H1 1.100, H4 1.100, H6 1.100, H7 1.100
4 H -0.290 -0.703 0.795  C3 1.100
5 O -2.283 0.695 -3.421  H2 0.984, H8 0.984
6 H -0.775 0.013 -0.780  C3 1.100
7 H 0.109 1.009 0.425  C3 1.100
8 H -1.838 -0.182 -3.444  O5 0.984

Here are the Mulliken charges for atoms 1 to 5, given in e: atom 1 (H): 0.226, atom 2 (H): 0.322, atom 3 (C): -0.688, atom 4 (H): 0.237, atom 5 (O): -0.647

<2>
# CH6O

A cluster of 2 separate species, CH6O in total (wB97M-V/def2-TZVPD, OMol25).

Computed properties:
LUMO, eV: 1.0
Molar mass, g/mol: 34.06
HOMO-LUMO gap, eV: 12.62
SMILES: C.O

Each atom is followed by the atoms it is bonded to, with distances in Å.
CARTESIAN COORDINATES (ANGSTROEM)
1 H -2.370 -1.328 1.946  C7 1.158
2 H 3.611 0.938 -3.402  O5 1.016
3 H 2.099 0.696 -3.695  O5 0.936
4 H -1.188 -0.133 1.011  C7 1.112
5 O 2.734 0.603 -3.014  H2 1.016, H3 0.936
6 H -2.194 0.437 2.425  C7 1.060
7 C -1.702 -0.382 1.965  H1 1.158, H4 1.112, H6 1.060, H8 1.159
8 H -0.991 -0.831 2.764  C7 1.159

Here are the Mulliken charges for atoms 1 to 5, given in e: atom 1 (H): 0.207, atom 2 (H): 0.331, atom 3 (H): 0.315, atom 4 (H): 0.198, atom 5 (O): -0.645

Most stable structure - <1>; separation to the second - 0.402 eV.